Entry 1:
C23H23CoNO4PS2Se2 | ωB97M-V/def2-TZVPD

Each line ends with the Löwdin charge.
Cartesian coordinates (Å):
Co -0.1862 -0.7030 1.0993  0.190
O 0.6431 2.3660 3.7068  0.033
C 0.3081 1.3876 3.0520  -0.609
O 0.4344 1.1735 1.8007  -0.123
C -0.4361 0.2734 3.7782  -0.165
C -0.8342 0.3041 5.1030  0.011
C -1.6196 -0.7416 5.5726  -0.044
C -1.9906 -1.7798 4.7217  0.006
C -1.5436 -1.7391 3.4148  -0.162
N -0.7864 -0.7355 2.9981  0.073
C -1.9009 -2.7413 2.3231  -0.608
O -2.6944 -3.6323 2.6014  0.028
O -1.3447 -2.4914 1.2027  -0.143
H -0.5361 1.1433 5.7159  0.116
H -1.9525 -0.7440 6.6038  0.102
H -2.6204 -2.6013 5.0332  0.115
C -2.9821 1.2536 1.7546  -0.325
Se -2.1219 0.5670 0.1589  1.068
C -3.5090 -0.6940 -0.3172  -0.509
C -3.5193 -0.9322 -1.8106  -0.600
Se -1.8343 -1.5423 -2.5455  0.877
C -1.8832 -3.3210 -1.7686  -0.389
H -3.2387 0.4372 2.4249  0.035
H -3.8745 1.8060 1.4701  0.028
H -2.2665 1.9205 2.2272  0.028
H -4.4541 -0.2418 -0.0103  0.073
H -3.3312 -1.6026 0.2517  0.057
H -3.7388 -0.0136 -2.3548  0.050
H -4.2962 -1.6570 -2.0588  0.064
H -2.8336 -3.7942 -2.0093  0.023
H -1.7262 -3.2652 -0.6924  -0.005
H -1.0793 -3.8838 -2.2388  0.019
S 4.3861 0.2761 0.6136  0.161
P 2.8461 0.1294 -0.5865  0.077
S 1.5116 -1.3889 -0.2181  0.359
C 3.3991 -0.2034 -2.3018  -0.381
C 3.6020 0.8217 -3.2206  -0.084
C 4.1130 0.5461 -4.4846  -0.095
C 4.4280 -0.7557 -4.8424  -0.106
C 4.2305 -1.7850 -3.9286  -0.093
C 3.7221 -1.5105 -2.6687  -0.116
C 1.8809 1.6536 -0.7301  -0.419
C 2.2379 2.7808 -0.0066  -0.106
C 1.4852 3.9428 -0.1214  -0.077
C 0.3829 3.9819 -0.9636  -0.092
C 0.0212 2.8509 -1.6894  -0.112
C 0.7686 1.6900 -1.5707  -0.142
H 3.3653 1.8434 -2.9520  0.105
H 4.2627 1.3545 -5.1898  0.096
H 4.8206 -0.9701 -5.8292  0.093
H 4.4716 -2.8057 -4.2005  0.097
H 3.5629 -2.3153 -1.9615  0.080
H 3.0853 2.7234 0.6641  0.071
H 1.7481 4.8112 0.4687  0.101
H -0.2073 4.8875 -1.0437  0.094
H -0.8523 2.8693 -2.3309  0.097
H 0.4768 0.7969 -2.1142  0.081

* net charge: -1
* DFT total energy: -233188.3666 eV
* multiplicity: 2
* frontier orbital gap (alpha / beta): 6.9 / 7.3 eV


Entry 2:
C16H11BrMnN4O7 | ωB97M-V/def2-TZVPD

Each line ends with the Löwdin charge.
Cartesian coordinates (Å):
Mn -1.2194 -0.1197 -1.3196  0.887
O -0.0787 -4.1366 -1.6296  -0.004
C -0.2055 -3.0357 -1.0841  -0.622
O -0.2792 -1.9029 -1.6542  -0.118
C -0.1491 -3.0026 0.4554  -0.101
C 0.8059 -1.8935 0.9332  -0.302
C 1.1800 -2.1251 2.4097  -0.105
C -0.1090 -1.6445 3.1266  -0.111
C -0.9982 -1.3016 1.9240  -0.257
O -0.0433 -0.7351 1.0118  -0.126
C -1.4611 -2.5927 1.2219  -0.104
C -2.7046 -2.3235 0.3620  -0.626
O -3.6697 -3.0888 0.4885  -0.012
O -2.6408 -1.2668 -0.3377  -0.098
H 0.1911 -3.9897 0.7606  0.135
H 1.6420 -1.6986 0.2683  0.083
H 2.0468 -1.5249 2.6924  0.099
H 1.4064 -3.1760 2.5993  0.105
H 0.0826 -0.7464 3.7176  0.103
H -0.5567 -2.3996 3.7748  0.104
H -1.7932 -0.5881 2.1195  0.160
H -1.7447 -3.3566 1.9432  0.136
Br 2.6505 0.6986 -0.3196  0.811
C 1.4274 2.1598 -0.1991  -0.686
C 1.9564 3.4194 0.0573  -0.127
C 1.0634 4.4553 0.1387  -0.074
C -0.2844 4.1922 -0.0634  -0.009
C -0.6874 2.9016 -0.3399  -0.175
N 0.1573 1.8910 -0.3786  0.084
C -2.1678 2.6196 -0.6638  -0.621
O -2.9374 3.5753 -0.5417  -0.003
O -2.4029 1.4498 -1.0153  -0.082
H 3.0207 3.5599 0.1687  0.090
H 1.4171 5.4578 0.3489  0.100
H -1.0496 4.9557 -0.0375  0.109
N 3.7929 1.6714 -4.7503  0.025
C 2.6818 1.3239 -4.6621  -0.469
N 1.4448 0.9305 -4.6940  0.046
C 0.5543 0.7658 -3.7815  -0.335
N -0.3388 0.6211 -3.0501  0.087

* net charge: -2
* DFT total energy: -138431.5225 eV
* multiplicity: 6
* frontier orbital gap (alpha / beta): 6.4 / 7.5 eV


Entry 3:
C2H4BNO2 | ωB97M-V/def2-TZVPD

Each line ends with the Löwdin charge.
Cartesian coordinates (Å):
B 0.4597 0.3067 0.3279  -0.591
C 2.4054 -0.1636 0.1011  -0.135
C -1.6372 -0.7474 -0.2377  -0.015
N 3.4861 -0.2986 -0.2591  0.003
O 0.3846 1.6172 0.4970  0.174
O -0.3501 -0.7070 0.3671  0.065
H -2.4195 -1.1275 0.5551  0.143
H -1.5726 -1.4781 -0.9970  0.079
H -1.8182 0.2325 -0.6287  0.086
H 1.0617 2.3658 0.2742  0.192

* net charge: 0
* DFT total energy: -8400.7424 eV
* frontier orbital gap: 11.4 eV


Entry 4:
C28H21MoN9OS3 | ωB97M-V/def2-TZVPD

Each line ends with the Löwdin charge.
Cartesian coordinates (Å):
Mo -0.7078 -0.6105 -0.4329  1.397
C 0.5997 -0.0528 5.0637  -0.087
C 1.4182 -0.5519 4.0648  -0.069
C 0.8773 -0.9771 2.8644  -0.052
C -0.4915 -0.8684 2.6407  -0.346
C -1.3116 -0.3534 3.6455  -0.037
C -0.7664 0.0378 4.8534  -0.077
N -1.0642 -1.2631 1.4147  -0.137
C -1.9747 -2.2719 1.4612  -0.245
C -2.0952 -3.2444 2.4627  0.003
C -3.0704 -4.2119 2.3595  -0.060
C -3.9661 -4.2285 1.2842  -0.077
C -3.8869 -3.2790 0.2931  -0.002
C -2.8711 -2.3158 0.3560  -0.228
N -2.6229 -1.3157 -0.5210  -0.135
N -3.4800 -0.9649 -1.4352  0.133
C -3.0960 0.1731 -2.0246  -0.319
C -3.8960 0.7787 -3.0163  0.013
C -3.4939 1.9657 -3.5700  -0.043
C -2.2939 2.5371 -3.1298  -0.036
C -1.5637 1.8944 -2.1596  -0.170
N -1.9299 0.7393 -1.5967  -0.087
H 1.0230 0.2562 6.0077  0.101
H 2.4844 -0.6180 4.2224  0.107
H 1.5113 -1.4127 2.1023  0.062
H -2.3719 -0.2557 3.4557  0.122
H -1.4118 0.4177 5.6319  0.104
H -1.3932 -3.2423 3.2841  0.123
H -3.1344 -4.9805 3.1170  0.109
H -4.7160 -5.0039 1.2352  0.104
H -4.5606 -3.2786 -0.5491  0.109
H -4.8084 0.2816 -3.3024  0.116
H -4.0835 2.4531 -4.3308  0.113
H -1.9372 3.4678 -3.5406  0.111
H -0.6464 2.3436 -1.8002  0.071
S -0.3063 1.5805 0.6634  0.718
C 1.3992 1.8823 0.6572  -0.656
C 1.8469 3.1385 1.0595  -0.053
C 3.2025 3.4255 1.1134  -0.189
C 3.6483 4.7104 1.4943  -0.188
N 4.0101 5.7590 1.7846  0.178
C 4.1377 2.4250 0.7676  -0.192
C 3.6896 1.1824 0.3435  -0.058
C 2.3289 0.8976 0.2688  -0.670
S 1.8282 -0.6615 -0.3210  0.694
C 5.5223 2.6785 0.8601  -0.190
N 6.6527 2.8582 0.9362  0.178
H 1.1149 3.8842 1.3298  0.116
H 4.4034 0.4238 0.0655  0.118
C 2.9724 1.4398 -3.4037  -0.072
N 1.6736 0.9970 -2.9541  0.008
C 1.0521 -0.1320 -3.3648  -0.635
N 1.5288 -0.7386 -4.4753  0.202
O 0.0281 -0.5439 -2.8100  -0.099
H 3.2321 2.3441 -2.8601  0.092
H 2.9449 1.6761 -4.4687  0.086
H 3.7464 0.6901 -3.2167  0.092
H 1.3838 1.3089 -2.0367  0.073
H 2.4390 -0.5216 -4.8375  0.093
H 1.1115 -1.6166 -4.7336  0.120
S 0.4092 -5.1004 -0.6238  0.657
C 0.0176 -3.5863 -0.7699  -0.921
N -0.2863 -2.4460 -0.8786  -0.191

* net charge: 0
* DFT total energy: -79198.7897 eV
* multiplicity: 3
* frontier orbital gap (alpha / beta): 5.9 / 5.2 eV